1.
# C48H128BF4N8O16

A 9-piece molecular cluster, C48H128BF4N8O16 overall in a non-equilibrium geometry (ωB97M-V/def2-TZVPD, the Open Molecules 2025 dataset).

XYZ file:
```
205
C48H128BF4N8O16 (ωB97M-V/def2-TZVPD)
C -1.51966 6.53767 0.23502
O -1.96802 5.25567 0.62398
C -2.91262 4.68022 -0.25039
C -3.70867 3.66723 0.54135
N -4.26511 4.32135 1.79199
H -4.22440 3.64154 2.54408
H -3.65570 5.14354 1.93665
C -5.67217 4.84345 1.72701
C -5.82479 6.01670 0.79993
O -4.85539 6.96059 1.20627
C -4.91980 8.16927 0.45540
H -1.02553 6.51571 -0.74710
H -0.80858 6.86633 0.98654
H -2.33550 7.25397 0.11817
H -2.39842 4.13245 -1.05262
H -3.55479 5.43385 -0.71163
H -3.10492 2.81183 0.83908
H -4.55088 3.28072 -0.03288
H -6.02756 5.08949 2.72674
H -6.30940 4.01762 1.40044
H -6.82855 6.44608 0.87072
H -5.69102 5.74314 -0.25715
H -4.06035 8.76958 0.75599
H -5.79963 8.76758 0.69416
H -4.83411 7.98725 -0.62050
C 4.02540 0.00200 -7.20745
O 4.82599 -1.00849 -6.62007
C 6.07307 -1.16251 -7.30498
C 6.95159 -1.96932 -6.37519
N 6.94765 -1.36942 -5.00080
H 5.96163 -1.35689 -4.70136
H 7.31881 -2.00410 -4.28820
C 7.47520 -0.00560 -4.81476
C 7.12262 0.48615 -3.40648
O 5.72116 0.33521 -3.20326
C 5.28257 -0.08820 -1.92255
H 4.46440 0.97229 -6.94474
H 2.98712 -0.01197 -6.89138
H 4.00481 -0.06632 -8.29889
H 6.50641 -0.19715 -7.57012
H 5.88701 -1.79143 -8.17797
H 7.98647 -2.07249 -6.69586
H 6.55132 -2.97470 -6.24897
H 7.06402 0.67683 -5.54922
H 8.56198 -0.06186 -4.85356
H 7.32126 1.55967 -3.39437
H 7.72980 -0.02718 -2.65636
H 4.20209 -0.17906 -2.01685
H 5.47425 0.59664 -1.09057
H 5.74033 -1.04679 -1.65770
C 1.31960 3.90158 -0.66915
O 1.22452 4.81898 -1.76946
C 2.44326 5.50424 -2.01329
C 2.29707 6.27783 -3.30543
N 1.23472 7.35820 -3.17763
H 0.37383 6.94613 -2.81847
H 1.57184 8.02264 -2.47538
C 0.92462 8.12709 -4.45143
C 2.08419 8.98595 -4.95895
O 1.68889 10.30433 -4.73152
C 2.74160 11.26478 -4.68279
H 1.92389 4.33255 0.12783
H 1.67290 2.91402 -0.98639
H 0.29306 3.68412 -0.36870
H 3.28298 4.81150 -2.14139
H 2.68822 6.16172 -1.16955
H 1.87643 5.62887 -4.07127
H 3.19859 6.82436 -3.56173
H 0.14981 8.81380 -4.11162
H 0.51849 7.41906 -5.16945
H 2.27031 8.74722 -6.01140
H 3.01425 8.79049 -4.40138
H 3.61438 10.95464 -4.10348
H 2.32661 12.16016 -4.22474
H 3.03492 11.56158 -5.69210
C -4.01903 -0.33654 -4.00726
O -2.60886 -0.22569 -4.25140
C -2.02350 0.80913 -3.47561
C -0.62421 1.04216 -3.96081
N 0.09249 -0.27602 -3.94841
H -0.01554 -0.62991 -2.97460
H -0.36680 -0.89047 -4.61704
C 1.56977 -0.15403 -4.21052
C 2.24934 -1.46156 -3.84149
O 1.40451 -2.53431 -4.12393
C 2.08080 -3.79262 -4.07707
H -4.44303 -0.91886 -4.81867
H -4.36686 0.69771 -3.97383
H -4.19155 -0.82740 -3.04766
H -2.01694 0.52947 -2.41326
H -2.67227 1.69322 -3.53154
H -0.12765 1.75900 -3.31251
H -0.60990 1.31120 -5.01802
H 1.94781 0.71711 -3.68288
H 1.66264 0.03219 -5.28015
H 2.43755 -1.42992 -2.75452
H 3.24767 -1.43373 -4.29851
H 1.29474 -4.53780 -3.97152
H 2.79944 -3.86806 -3.26167
H 2.56212 -4.00769 -5.03475
C -3.10219 -3.19139 2.46408
O -2.89770 -3.67722 3.77535
C -1.92606 -4.71389 3.85825
C -2.03374 -5.28762 5.25070
N -3.34404 -5.93159 5.50509
H -4.12770 -5.31932 5.25512
H -3.49005 -6.76116 4.91593
C -3.56386 -6.41758 6.91993
C -4.97612 -6.90510 7.05880
O -5.09271 -8.03932 6.25605
C -6.27783 -8.83086 6.48986
H -3.77720 -2.34127 2.55081
H -3.51929 -3.97622 1.82649
H -2.20460 -2.78692 1.97522
H -0.91498 -4.38950 3.60304
H -2.27036 -5.44806 3.11448
H -1.80940 -4.57791 6.04416
H -1.28867 -6.07881 5.37234
H -3.38733 -5.55207 7.56345
H -2.76067 -7.11806 7.14248
H -5.63031 -6.08442 6.70809
H -5.22955 -7.11388 8.10166
H -6.66539 -8.65383 7.49028
H -6.03025 -9.87902 6.34902
H -7.00707 -8.58107 5.71846
C 1.06738 -2.08089 7.12377
O 0.15608 -1.15716 6.56311
C -0.68306 -1.56807 5.52988
C -1.43969 -0.29235 5.13600
N -0.53679 0.81839 4.73234
H -1.04968 1.69804 4.87553
H 0.20543 0.91471 5.43478
C 0.01192 0.97385 3.32349
C 0.62000 2.36232 3.28988
O -0.30928 3.22058 3.88609
C -0.02756 4.60555 3.70374
H 1.85908 -1.57582 7.67994
H 1.61370 -2.74966 6.45517
H 0.60354 -2.70879 7.89495
H -1.43029 -2.28920 5.86789
H -0.18356 -1.89429 4.60411
H -1.94009 0.05972 6.03932
H -2.18933 -0.46403 4.36770
H -0.82637 0.94282 2.63433
H 0.73615 0.17922 3.18999
H 0.82430 2.59996 2.23992
H 1.56911 2.35760 3.84488
H -0.00270 4.87918 2.64782
H 0.90146 4.87907 4.21024
H -0.81726 5.15740 4.20960
C -7.25656 -2.40692 -7.32940
O -5.84464 -2.34028 -7.01792
C -5.00345 -2.17142 -8.13205
C -3.65514 -2.73429 -7.70778
N -3.82213 -4.05347 -7.08333
H -4.42275 -3.94719 -6.25185
H -4.37900 -4.68766 -7.66123
C -2.57091 -4.72948 -6.54173
C -2.05987 -3.95975 -5.33841
O -3.17878 -3.69392 -4.53518
C -2.92805 -3.40736 -3.17008
H -7.76592 -2.41623 -6.37483
H -7.45422 -3.31596 -7.90165
H -7.52254 -1.55379 -7.95281
H -4.85622 -1.12641 -8.42107
H -5.41776 -2.71481 -8.99019
H -3.19335 -2.04707 -7.00177
H -2.99604 -2.87158 -8.56604
H -1.87226 -4.73519 -7.37678
H -2.92376 -5.73571 -6.32848
H -1.55914 -3.04380 -5.67929
H -1.35557 -4.59666 -4.79430
H -3.87462 -3.38793 -2.63585
H -2.39647 -2.45749 -3.07747
H -2.35248 -4.20888 -2.69282
C 2.41051 -1.82071 10.66564
O 2.82753 -2.98527 9.95877
C 4.13138 -3.38053 10.32768
C 4.70508 -4.50340 9.52825
N 4.40512 -4.38989 8.02910
H 4.76258 -5.23955 7.59198
H 3.38963 -4.35456 7.94985
C 4.98607 -3.15612 7.37030
C 4.98765 -3.26759 5.87194
O 3.62925 -3.48854 5.45657
C 3.53289 -3.58076 4.04507
H 2.68643 -1.84735 11.72148
H 1.33225 -1.76125 10.55971
H 2.88652 -0.92774 10.24394
H 4.16283 -3.65051 11.39278
H 4.77846 -2.48746 10.35082
H 4.21517 -5.45481 9.75123
H 5.77561 -4.65982 9.62714
H 5.95421 -2.96579 7.82667
H 4.27422 -2.41815 7.74369
H 5.55748 -4.11189 5.47256
H 5.34425 -2.32396 5.44976
H 3.64997 -2.59320 3.58649
H 2.50564 -3.88614 3.84037
H 4.21854 -4.31657 3.62295
B 0.00023 -0.09197 -0.17806
F -0.11913 -0.80882 1.02524
F -0.43234 -0.95321 -1.26547
F -0.93114 0.98812 -0.19713
F 1.26616 0.39808 -0.46352
```

**HOMO-LUMO gap**: 8.58 eV
**Charge**: +7
**Relative energy (zero: lowest compared OMol25 entry of this formula, charge and spin)**: 0.0 kcal per mole
**E_tot**: -3969.2152 hartree

Mulliken atomic charge list, values in e, 2 entries:
1. C -0.776
2. O 0.023



2.
# C48H128N10O24

A 13-piece molecular cluster, C48H128N10O24 overall in a non-equilibrium geometry (ωB97M-V/def2-TZVPD, the Open Molecules 2025 dataset).

XYZ file:
```
210
C48H128N10O24 (ωB97M-V/def2-TZVPD)
C 18.48556 20.32215 16.49582
C 17.28859 19.96798 17.30013
O 17.53057 18.96453 18.28409
O 19.03394 19.08143 15.88907
H 19.26741 20.87167 17.03191
H 18.16544 20.91816 15.63598
H 16.48329 19.84700 16.60178
H 17.06426 20.94150 17.76481
H 17.79859 18.16112 17.77969
H 18.52148 18.92200 15.05387
C 21.46400 23.48104 14.30473
C 20.01840 23.01840 14.17095
O 19.88758 21.74661 13.57792
O 22.09466 22.74034 15.32094
H 21.51448 24.55453 14.54261
H 21.93319 23.33614 13.35716
H 19.46592 23.68732 13.49358
H 19.61509 23.11101 15.20122
H 20.60267 21.19123 13.90789
H 22.14785 21.80494 15.11757
C 20.11562 19.09618 7.63499
C 18.79825 18.38419 7.46844
O 18.55217 17.29075 8.29751
O 20.07766 19.74492 8.86195
H 20.24319 19.74836 6.78527
H 20.99249 18.44146 7.61069
H 18.75611 17.97783 6.44232
H 18.06523 19.24191 7.58444
H 18.68023 17.50097 9.26891
H 20.88064 19.66674 9.40284
C 17.95260 19.42102 12.65712
C 19.25990 18.80928 12.23974
O 19.10888 17.84846 11.20747
O 17.27686 18.55490 13.53152
H 17.37349 19.68562 11.74412
H 18.11098 20.37549 13.17507
H 19.80705 18.42144 13.09818
H 19.87229 19.63036 11.86920
H 20.02926 17.60267 10.95235
H 16.47313 19.01110 13.81055
C 19.72377 13.17642 9.84317
C 18.78060 14.16387 9.05132
O 19.49693 14.69030 7.94776
O 19.20501 12.64007 11.05154
H 20.62442 13.76705 10.06548
H 20.02148 12.34793 9.17620
H 18.43418 14.97322 9.71514
H 17.90032 13.60795 8.67508
H 19.19670 15.63737 7.81673
H 19.90799 12.71382 11.67552
C 22.51489 18.99406 14.94150
O 22.24762 20.04460 14.35023
N 21.60869 18.15386 15.51449
N 23.89759 18.57464 14.97288
H 21.93020 17.35180 16.05541
H 20.56765 18.40328 15.54958
H 24.32345 17.83702 15.50252
H 24.52402 19.26950 14.57726
C 13.83989 19.72385 14.03708
O 14.98987 19.85275 13.63625
N 13.02484 20.88707 14.13237
N 13.16791 18.54685 14.33901
H 12.46414 20.83208 14.97058
H 13.48250 21.76886 14.07785
H 12.17232 18.56029 14.32488
H 13.58887 17.64029 14.15753
C 12.57131 11.11087 9.44674
O 13.61144 12.01728 9.09217
C 13.16329 13.36723 9.19824
C 14.44798 14.20730 9.31029
N 14.19198 15.62414 9.26254
C 15.46107 16.33541 9.47938
C 15.28803 17.82780 9.52776
O 14.84207 18.25528 8.23764
C 14.92046 19.64675 8.01948
H 11.63368 11.32058 8.94287
H 12.39592 11.10964 10.51880
H 12.89922 10.10961 9.22753
H 12.53605 13.43888 10.10551
H 12.54588 13.61124 8.35485
H 15.11459 13.95869 8.48798
H 14.94607 13.94525 10.24977
H 13.81468 15.93890 8.37179
H 16.15965 16.00330 8.73891
H 16.00259 15.97562 10.34059
H 16.14133 18.48218 9.84619
H 14.48069 17.93376 10.24398
H 14.69216 19.75833 6.95876
H 15.91350 19.99490 8.30937
H 14.23779 20.23847 8.65479
C 14.44319 9.97602 12.37049
O 14.76445 11.15355 13.03858
C 16.02847 11.62237 12.58595
C 16.73054 12.39194 13.68554
N 16.18811 13.70237 14.04806
C 16.06358 14.64182 12.98640
C 15.22083 15.81879 13.38266
O 13.91466 15.50046 13.82980
C 13.16473 14.93709 12.80964
H 15.19541 9.18942 12.46891
H 14.29988 10.14064 11.29061
H 13.53549 9.60215 12.79641
H 15.94943 12.20705 11.65891
H 16.66006 10.75566 12.40998
H 17.78732 12.47092 13.39935
H 16.66351 11.82553 14.60965
H 15.31239 13.55415 14.52548
H 15.57772 14.20183 12.09328
H 17.06153 15.05104 12.76258
H 15.11012 16.50373 12.48656
H 15.72257 16.39604 14.15553
H 13.04209 15.68760 12.04115
H 12.17729 14.66155 13.14048
H 13.61402 13.99273 12.46040
C 23.92595 24.75144 8.17937
O 22.52330 24.40968 8.31380
C 21.98441 23.67354 7.23438
C 20.46117 23.52373 7.30499
N 19.98863 22.86138 8.52092
C 18.51114 23.00543 8.46881
C 17.81551 22.23175 9.56198
O 16.45118 22.50694 9.58673
C 15.80843 22.06836 10.75124
H 24.54896 23.87880 8.04663
H 24.28430 25.15215 9.14005
H 24.05752 25.48025 7.39549
H 22.45256 22.66107 7.24764
H 22.26683 24.15609 6.28146
H 20.16337 23.08224 6.37352
H 20.05036 24.55744 7.35245
H 20.22100 21.87640 8.45365
H 18.08131 22.87303 7.51007
H 18.39534 24.06715 8.74442
H 18.27474 22.54904 10.50766
H 17.99547 21.16124 9.45157
H 16.45627 22.10191 11.65431
H 15.44839 21.03562 10.59206
H 14.97049 22.76410 10.94190
C 19.87254 15.27417 13.29903
O 20.73059 14.31382 13.95843
C 21.55908 15.04474 14.76124
C 22.50702 14.15164 15.49482
N 23.58027 14.87878 16.06793
C 24.17941 14.08946 17.08224
C 25.48185 14.73424 17.45610
O 26.29107 14.54409 16.29290
C 27.59158 15.00646 16.42121
H 19.13171 15.60438 14.01432
H 19.32547 14.69581 12.53689
H 20.50739 16.09252 12.95489
H 20.88372 15.55921 15.45407
H 22.15201 15.79275 14.25198
H 22.85260 13.43028 14.75952
H 22.00914 13.60261 16.31025
H 24.19690 15.08464 15.28818
H 24.38912 13.05661 16.83709
H 23.47722 14.14273 17.92454
H 25.90657 14.30496 18.35450
H 25.30126 15.84287 17.58075
H 27.49126 16.02939 16.80018
H 28.10529 14.96111 15.46276
H 28.14150 14.41684 17.13524
C 15.92240 23.47738 14.12998
O 15.13019 23.18143 15.25896
C 15.46196 23.95505 16.38487
C 14.54005 23.58772 17.54111
N 13.20427 23.94586 17.25983
C 12.31449 23.52466 18.32054
C 10.84481 23.35915 17.80708
O 10.94699 22.60149 16.64420
C 9.72914 22.50832 15.98085
H 15.39165 23.00789 13.31199
H 16.93729 23.12512 14.19358
H 15.95667 24.54629 13.95733
H 15.29772 25.01444 16.17901
H 16.51286 23.74214 16.70967
H 14.94487 24.15008 18.40195
H 14.68020 22.48648 17.64196
H 13.00530 23.58240 16.34670
H 12.39815 24.19218 19.16146
H 12.60046 22.52908 18.65050
H 10.42164 24.33794 17.53616
H 10.20045 22.89424 18.60396
H 9.26164 23.49693 15.78144
H 9.03392 21.91338 16.61630
H 9.93140 21.96049 15.05410
C 22.18802 16.52534 9.37226
O 21.75797 17.12704 10.63124
C 22.79949 17.54373 11.48295
C 23.49085 18.84090 11.05515
N 22.39700 19.90075 10.83338
C 22.88867 21.21321 10.50520
C 23.85983 22.01665 11.43390
O 25.08248 21.38077 11.54470
C 25.93820 22.16672 12.35182
H 23.00054 15.85802 9.61793
H 22.42136 17.30272 8.65082
H 21.37281 16.00565 8.83639
H 23.56279 16.76611 11.53954
H 22.38013 17.60249 12.46478
H 23.97587 18.61206 10.09405
H 24.27325 19.19462 11.72709
H 21.85353 19.95062 11.69690
H 22.09841 21.90336 10.28091
H 23.44627 21.03498 9.57054
H 23.38751 22.16719 12.40784
H 24.04014 23.02100 10.99282
H 25.39371 22.37111 13.30207
H 26.18092 23.14100 11.88137
H 26.86550 21.61312 12.50271
```

**HOMO-LUMO gap**: 8.76 eV
**Charge**: 0
**Relative energy (zero: lowest compared OMol25 entry of this formula, charge and spin)**: 0.0 kcal per mole
**E_tot**: -4258.6935 hartree

Mulliken atomic charge list, values in e, 2 entries:
1. C 0.253
2. C -0.279



Which formula does entry 1 have? C48H128BF4N8O16



Which formula does entry 2 have? C48H128N10O24